Entry 1:
The following is a quantum chemistry calculation of the molecule C2H5N3O, from the OMol25 dataset.

Results
SMILES string: N/N=C\C(N)=O
HOMO energy in hartree: -0.35374
Net charge: 0
Energy above the lowest of the compared OMol25 structures with the same formula, charge and spin in kJ/mol: 380.4
Orbital gap in eV: 10.08
Lowest unoccupied orbital energy in eV: 0.458

XYZ file:
```
11
Properties=species:S:1:pos:R:3:mulliken_charge:R:1
C 0.02023 -1.00378 0.10200 -0.102
C -1.03864 0.07710 0.03112 0.471
H 1.64297 1.22823 -0.53246 0.289
H 2.91645 -0.16234 -0.52577 0.347
H -0.22862 -2.02922 -0.09971 0.385
H -1.45297 2.15264 -0.07475 0.312
H 0.18563 1.34186 0.73578 0.353
N 2.13952 0.43917 0.05859 -0.560
N 1.32926 -0.83695 0.00897 -0.344
N -0.57727 1.37929 -0.02764 -0.586
O -2.14920 -0.48021 -0.07265 -0.565
```

Entry 2:
The following is a quantum chemistry calculation of the molecule C2H5N3O, from the OMol25 dataset.

Results
SMILES string: [H]/N=C(/N)ON=C
HOMO energy in hartree: -0.33151
Net charge: 0
Energy above the lowest of the compared OMol25 structures with the same formula, charge and spin in kJ/mol: 292.4
Orbital gap in eV: 9.98
Lowest unoccupied orbital energy in eV: 0.958

XYZ file:
```
11
Properties=species:S:1:pos:R:3:mulliken_charge:R:1
C 1.10890 -0.17604 0.02324 0.632
C -2.26466 -0.25631 -0.02989 -0.229
H 2.17462 1.60672 -0.01465 0.237
H 0.46312 1.84842 0.27119 0.241
H 1.98451 -1.95147 -0.26574 0.241
H -3.17579 0.29940 -0.15302 0.307
H -2.32391 -1.40480 0.21707 0.236
N 1.22702 1.21031 -0.02269 -0.396
N 2.12898 -0.90482 -0.03443 -0.741
N -1.18037 0.37600 -0.08111 -0.352
O -0.14243 -0.64742 0.09001 -0.175
```

Entry 3:
The following is a quantum chemistry calculation of a structure of composition C2H5N3O, from the OMol25 dataset.

Results
HOMO energy in hartree: -0.31658
Net charge: 0
Energy above the lowest of the compared OMol25 structures with the same formula, charge and spin in kJ/mol: 718.2
Orbital gap in eV: 8.53
Lowest unoccupied orbital energy in eV: -0.087

XYZ file:
```
11
Properties=species:S:1:pos:R:3:mulliken_charge:R:1
C -0.72808 -0.00686 0.25293 -0.229
C 1.53318 0.35790 -0.11779 0.057
H -2.69261 0.88123 0.65079 0.381
H -0.65512 0.92121 0.59792 0.310
H 0.45208 -1.58043 0.24757 0.258
H 1.22580 1.49399 -0.21474 0.237
H 2.51858 -1.04434 -0.23298 0.284
N -1.84093 -0.62448 -0.53024 -0.281
N 0.46245 -0.61434 0.32074 -0.170
N 2.73212 0.02593 -0.57703 -0.502
O -3.00747 0.19019 -0.39718 -0.345
```

Entry 4:
The following is a quantum chemistry calculation of the molecule C2H5N3O, from the OMol25 dataset.

Results
SMILES string: [H]/N=C(\N)ON=C
HOMO energy in hartree: -0.34499
Net charge: 0
Energy above the lowest of the compared OMol25 structures with the same formula, charge and spin in kJ/mol: 323.1
Orbital gap in eV: 10.28
Lowest unoccupied orbital energy in eV: 0.897

XYZ file:
```
11
Properties=species:S:1:pos:R:3:mulliken_charge:R:1
C -0.94653 0.12938 0.04848 0.594
C 2.46248 -0.18338 0.00352 -0.187
H -1.39044 -1.87003 -0.09610 0.226
H -2.80822 -0.79068 -0.06928 0.198
H -2.12468 1.59683 -0.05769 0.210
H 3.40158 0.41016 -0.26069 0.291
H 2.54990 -1.28200 0.56668 0.222
N -1.80197 -0.92736 -0.13537 -0.394
N -1.11327 1.38061 0.11078 -0.598
N 1.33679 0.43930 -0.21374 -0.373
O 0.29066 -0.49851 0.15917 -0.189
```